66
Properties=species:S:1:pos:R:3:forces:R:3:mulliken_charge:R:1 method="wB97M-V/def2-TZVPD" charge=0 total_energy_ev=-104844.0206 lumo_ha="0.0058 / 0.0059" spin_multiplicity=2 homo_energy_ev="-6.03 / -5.54" relative_energy_kcal_mol=0.0 s2=0.76
V 0.1345 0.4279 1.0730 0.738 -0.001 -0.943 0.53
C 1.5874 -0.9350 3.7783 0.026 -0.003 -0.040 -0.91
C 0.3547 -0.3029 4.4030 -0.005 0.006 -0.069 -0.80
S -0.9122 0.1310 3.1352 -0.439 -0.178 0.739 -0.03
C -1.2970 1.8250 3.6449 0.062 0.189 -0.005 -0.62
C -0.1492 2.8254 3.4899 -0.083 -0.024 0.055 -0.79
S 0.6587 2.7649 1.8577 0.043 0.034 -0.078 -0.05
C 2.4073 2.7067 2.3103 0.063 -0.016 0.063 -0.79
C 2.8179 1.4664 3.0885 -0.005 0.094 0.029 -0.83
S 2.2044 -0.0579 2.3069 0.036 -0.010 0.198 -0.03
H 1.3605 -1.9329 3.4020 -0.020 0.003 -0.003 0.39
H 2.3960 -1.0140 4.5064 -0.006 -0.018 0.008 0.52
H 0.6159 0.5930 4.9675 -0.021 0.015 -0.019 0.37
H -0.1067 -1.0048 5.0968 0.015 0.003 0.013 0.57
H -1.6380 1.8273 4.6818 -0.007 -0.038 -0.007 0.55
H -2.1318 2.1067 3.0052 0.010 -0.040 -0.027 0.12
H 0.6140 2.6539 4.2488 0.026 0.003 -0.018 0.38
H -0.5323 3.8349 3.6403 -0.010 -0.005 0.012 0.54
H 2.6866 3.6091 2.8575 0.001 0.002 -0.002 0.50
H 2.9164 2.7359 1.3453 -0.012 -0.009 -0.009 0.37
H 2.4315 1.5048 4.1067 -0.004 -0.007 -0.001 0.35
H 3.9052 1.4190 3.1570 -0.003 -0.018 -0.006 0.53
C -1.5582 1.4484 0.5051 -0.196 0.339 0.036 -0.43
C -2.4221 2.2328 0.1342 -0.113 -0.135 0.068 0.10
C -3.4793 3.1004 -0.2931 0.039 0.012 -0.042 0.48
C -4.1562 3.9190 0.6170 0.023 -0.010 0.024 -0.41
C -5.1688 4.7658 0.1964 0.008 -0.016 0.000 -0.51
C -5.5351 4.8109 -1.1418 -0.007 0.005 -0.008 -0.47
C -4.8768 3.9985 -2.0558 0.009 0.006 0.033 -0.45
C -3.8594 3.1566 -1.6382 0.006 -0.040 -0.040 -0.45
H -3.8798 3.8770 1.6632 -0.003 0.019 0.001 0.37
H -5.6782 5.3897 0.9202 -0.005 0.004 -0.007 0.37
H -6.3285 5.4704 -1.4688 -0.001 -0.002 0.000 0.38
H -5.1576 4.0202 -3.1014 -0.003 0.004 0.001 0.37
H -3.3480 2.5197 -2.3488 -0.001 0.007 0.000 0.43
C 1.1029 -0.5127 -2.9436 0.078 -0.079 -0.176 -0.53
S 0.5161 0.9153 -2.0677 -0.001 -0.046 0.615 0.60
C 1.4138 2.1590 -2.9682 0.067 0.102 -0.117 -1.14
O 1.2552 0.8776 -0.7232 -0.284 0.011 -0.271 -0.66
H 0.7486 -0.4533 -3.9734 0.013 -0.008 -0.001 0.54
H 0.6806 -1.3925 -2.4607 -0.002 0.004 0.026 -0.36
H 2.1918 -0.5413 -2.9009 -0.008 -0.017 -0.001 0.36
H 1.0924 2.1425 -4.0093 0.009 0.021 0.001 0.43
H 2.4807 1.9546 -2.8832 -0.004 0.001 -0.007 0.33
H 1.1720 3.1217 -2.5228 -0.001 -0.003 0.012 0.35
C 2.4380 -5.6953 -3.8209 0.025 -0.013 -0.032 -1.46
C 1.7472 -4.8240 -2.8076 -0.025 -0.002 0.000 0.66
C 2.4646 -4.0383 -1.9198 0.033 0.041 -0.009 -1.23
C 1.8369 -3.2414 -0.9646 0.017 -0.003 -0.020 1.52
C 2.6823 -2.3884 -0.0664 0.001 -0.012 0.020 -0.84
C 0.4395 -3.2251 -0.8813 -0.023 -0.087 -0.023 -1.06
Te -0.6332 -2.1108 0.5804 -0.151 -0.048 0.060 -0.04
C -0.3062 -4.0057 -1.7856 0.086 -0.026 -0.025 1.71
C -1.8104 -4.0350 -1.7852 -0.044 0.001 0.027 -1.72
C 0.3616 -4.7863 -2.7252 -0.013 0.047 -0.006 -1.12
H 3.5112 -5.5049 -3.8387 -0.002 0.004 0.008 0.34
H 2.0493 -5.5227 -4.8262 -0.012 0.005 0.008 0.34
H 2.2921 -6.7538 -3.5956 -0.005 0.002 0.011 0.32
H 3.5494 -4.0375 -1.9684 0.001 -0.005 0.001 0.25
H 3.7399 -2.4848 -0.3154 0.013 -0.021 0.017 0.29
H 2.5443 -2.6624 0.9830 -0.008 -0.016 -0.031 0.25
H 2.4012 -1.3368 -0.1507 0.021 -0.033 -0.046 -0.12
H -2.2324 -3.0297 -1.7589 0.018 0.012 -0.025 0.34
H -2.1983 -4.5492 -0.9029 0.025 0.012 0.018 0.31
H -2.1796 -4.5514 -2.6718 -0.001 -0.011 0.015 0.38
H -0.2277 -5.3814 -3.4163 0.013 -0.007 -0.005 0.32

=====

67
Properties=species:S:1:pos:R:3:forces:R:3:mulliken_charge:R:1 method="wB97M-V/def2-TZVPD" charge=0 total_energy_ev=-187567.9685 lumo_ha="-0.0073 / -0.0145" spin_multiplicity=2 homo_energy_ev="-6.52 / -6.53" relative_energy_kcal_mol=73.6 s2=1.24
Ru 0.4059 0.5952 0.6290 -0.456 0.261 -1.596 -0.08
C 2.1255 -4.6100 3.2572 0.036 0.113 0.069 -1.50
C 0.9962 -3.8993 2.5821 -0.210 0.013 -0.128 0.33
C -0.3053 -4.3924 2.6257 0.132 0.327 -0.133 -0.46
C -1.3225 -3.6765 2.0272 0.042 0.021 -0.080 -0.75
C -1.0033 -2.4794 1.4011 -0.055 0.076 -0.086 0.01
Br -2.4041 -1.4943 0.5969 -0.102 -0.243 0.210 -0.04
N 0.2260 -1.9901 1.3391 -0.268 0.577 0.004 0.57
C 1.1944 -2.6962 1.9184 0.057 -0.195 0.084 -0.37
H 1.8999 -5.6658 3.3851 0.035 -0.062 0.008 0.43
H 2.2823 -4.1736 4.2441 0.122 -0.069 0.073 0.29
H 3.0496 -4.5140 2.6907 0.070 -0.014 0.006 0.35
H -0.5213 -5.3235 3.1266 -0.011 -0.131 0.064 0.42
H -2.3417 -4.0282 2.0352 -0.057 0.019 -0.003 0.42
H 2.1896 -2.2754 1.8528 0.092 0.024 0.005 0.28
C -0.0334 3.9681 0.8918 -0.225 -0.086 0.154 -0.73
C 0.0104 3.6968 -0.5708 0.011 -0.207 0.245 0.65
C 0.0714 4.7665 -1.4798 -0.009 0.053 -0.484 -0.78
C 0.1153 4.5093 -2.8197 0.060 -0.029 0.297 -0.82
C 0.0974 3.1741 -3.2686 -0.036 -0.214 0.288 1.12
C 0.1401 2.8380 -4.6330 -0.062 -0.201 -0.273 -0.88
C 0.0947 1.5213 -5.0210 0.022 0.579 -0.191 -0.63
C 0.0414 0.5037 -4.0729 -0.038 0.161 0.574 -0.68
C 0.0300 0.7916 -2.7164 0.026 -0.093 -0.194 0.94
S 0.0098 -0.4983 -1.5718 0.551 -0.023 1.079 -0.54
C 0.0401 2.1487 -2.2861 0.111 -0.028 -0.984 -0.58
N 0.0094 2.4384 -0.9661 0.387 -0.477 1.529 -0.01
H 0.9685 3.8822 1.3146 -0.044 -0.061 0.098 -0.10
H -0.4097 4.9652 1.1014 -0.006 0.152 -0.029 0.53
H -0.6756 3.2273 1.3766 0.183 0.143 0.051 0.03
H 0.0929 5.7724 -1.0923 -0.039 0.121 -0.003 0.43
H 0.1697 5.3063 -3.5462 0.001 0.130 -0.069 0.42
H 0.2030 3.6367 -5.3588 -0.031 0.022 -0.085 0.37
H 0.1025 1.2693 -6.0711 0.035 -0.012 -0.103 0.38
H 0.0138 -0.5300 -4.3828 0.018 -0.096 -0.001 0.47
Se -0.7276 0.9136 2.6760 0.553 0.225 -0.411 -0.61
C 3.7081 3.6311 0.8710 0.031 -0.042 -0.169 -1.35
C 4.2630 2.2141 0.7411 -0.724 0.175 -0.154 0.59
C 5.5300 2.0562 1.5742 -0.132 -0.225 -0.083 -1.79
P 2.8835 0.9603 1.0282 -0.473 -1.622 0.179 1.36
C 3.4071 -0.4404 -0.1234 -0.161 0.035 0.250 1.13
C 4.7465 -1.1382 0.0866 -0.193 0.045 0.113 -1.53
C 3.3402 0.1124 -1.5569 -0.113 0.111 0.153 -2.00
C 2.9221 0.4347 2.8431 -0.149 0.079 -0.257 1.27
C 4.0915 -0.3121 3.4731 -0.050 0.027 -0.204 -1.57
C 2.6138 1.6996 3.6483 -0.256 -0.012 -0.108 -1.81
H 4.4895 4.3601 0.6645 0.091 0.110 -0.045 0.51
H 3.3375 3.8179 1.8765 -0.054 0.040 0.082 0.24
H 2.8958 3.7885 0.1631 -0.055 0.086 -0.006 0.19
H 4.5259 2.0539 -0.3115 -0.082 -0.027 0.106 0.50
H 5.3853 2.3969 2.5952 -0.051 -0.025 0.141 0.31
H 6.3160 2.6700 1.1383 0.073 0.092 -0.067 0.49
H 5.8793 1.0290 1.5888 0.107 -0.076 0.085 0.33
H 2.5928 -1.1769 -0.0166 0.226 0.272 -0.012 0.07
H 5.5668 -0.4303 -0.0022 0.166 0.016 -0.008 0.30
H 4.8712 -1.8944 -0.6879 0.067 -0.055 -0.085 0.46
H 4.8143 -1.6378 1.0488 0.075 -0.030 0.046 0.25
H 4.3270 0.4184 -1.8956 0.180 0.085 -0.022 0.48
H 2.6727 0.9754 -1.6219 -0.036 -0.081 -0.175 0.37
H 2.9664 -0.6485 -2.2384 -0.042 0.006 -0.046 0.38
H 2.0261 -0.2101 2.9078 0.308 0.301 -0.115 -0.03
H 4.9753 0.3124 3.5512 0.151 0.000 0.021 0.26
H 4.3494 -1.2172 2.9327 0.066 -0.106 -0.013 0.25
H 3.8024 -0.6048 4.4817 -0.011 -0.013 0.125 0.47
H 3.4932 2.3304 3.7615 0.119 0.037 0.018 0.30
H 2.2541 1.4300 4.6388 0.003 -0.015 0.136 0.40
H 1.8208 2.2736 3.1640 0.022 0.041 0.130 0.27

=====

65
Properties=species:S:1:pos:R:3:forces:R:3:mulliken_charge:R:1 method="wB97M-V/def2-TZVPD" charge=+1 total_energy_ev=-35610.4543 lumo_ha=-0.0907 homo_energy_ev=-10.71 relative_energy_kcal_mol=24.1
C 2.7853 0.4376 2.3187 0.077 -0.260 0.040 -1.00
C 3.8013 -0.6961 2.2461 0.086 0.190 -0.109 -0.29
C 4.6422 -0.6694 0.9684 -0.285 -0.163 0.078 -0.82
C 3.8205 -0.8571 -0.3078 0.255 0.322 0.029 -0.68
N 3.0709 -2.0969 -0.2769 0.481 -0.060 -0.015 -0.13
C 1.7352 -2.1372 -0.2778 0.027 -0.814 0.036 0.09
O 1.0330 -1.1465 -0.4013 -0.211 0.386 -0.039 -0.78
C 1.1282 -3.5389 -0.1141 0.023 0.091 0.003 0.58
C 0.2798 -3.9137 -1.3361 0.070 0.203 0.151 -1.41
C -0.9510 -3.0246 -1.4419 0.523 -0.039 -0.779 -0.48
N -1.7775 -3.1342 -0.2166 -0.215 -0.338 0.044 0.09
C -3.0730 -2.3842 -0.3390 -0.514 0.530 -0.079 -1.51
C -2.8662 -0.9206 -0.6046 0.002 0.033 -0.008 0.89
C -2.7401 -0.0081 0.4308 -0.078 -0.080 -0.110 -1.01
C -2.5398 1.3319 0.1533 -0.008 0.098 0.005 -0.57
C -2.4610 1.8092 -1.1502 -0.056 -0.180 -0.090 1.45
O -2.2713 3.1157 -1.4597 0.055 -0.249 -0.184 -0.41
C -2.2135 4.0796 -0.4248 -0.044 0.384 0.188 -1.05
C -0.9811 3.9879 0.4425 -0.007 -0.056 -0.057 0.50
C 0.2088 3.4925 -0.0727 -0.078 0.022 -0.047 -0.20
C 1.3426 3.4400 0.7181 0.036 0.000 -0.031 -0.56
C 1.2980 3.8863 2.0275 0.053 0.007 0.073 -0.51
C 0.1139 4.3829 2.5459 0.032 0.034 0.086 -0.63
C -1.0223 4.4312 1.7583 -0.060 -0.030 -0.167 -0.37
C -2.5984 0.8875 -2.2146 0.019 -0.093 0.101 0.12
O -2.5501 1.1428 -3.5415 0.026 -0.268 0.267 -0.51
C -2.4727 2.4585 -4.0556 0.021 0.473 -0.354 -0.74
C -2.7988 -0.4542 -1.9112 -0.030 0.222 0.117 -0.73
C -0.9909 -2.7018 0.9617 0.478 0.186 0.795 -0.44
C 0.2371 -3.5848 1.1348 0.074 0.155 -0.199 -1.44
H 2.0295 0.3461 1.5426 -0.114 0.071 -0.089 0.22
H 2.2815 0.4297 3.2822 -0.090 0.078 0.082 0.41
H 3.2838 1.3962 2.2052 0.023 0.188 -0.011 0.24
H 4.4788 -0.6223 3.0985 -0.016 -0.111 0.027 0.39
H 3.2836 -1.6562 2.3240 0.057 -0.052 0.080 0.18
H 5.3987 -1.4561 1.0239 0.109 0.036 -0.037 0.36
H 5.1630 0.2859 0.8967 0.108 0.017 -0.025 0.38
H 3.0937 -0.0532 -0.4272 0.094 -0.064 -0.070 0.25
H 4.4855 -0.8642 -1.1765 -0.112 0.072 0.031 0.39
H 3.6094 -2.9394 -0.1457 -0.233 -0.047 -0.004 0.33
H 1.9324 -4.2702 -0.0039 -0.046 0.032 -0.003 0.72
H 0.8670 -3.8028 -2.2480 -0.083 -0.046 -0.060 0.46
H -0.0167 -4.9640 -1.2582 0.023 -0.034 -0.036 0.38
H -1.5554 -3.3122 -2.3033 -0.114 0.015 0.126 0.45
H -0.6470 -1.9800 -1.5422 -0.198 -0.192 0.055 0.34
H -2.0050 -4.1268 -0.0864 -0.034 0.171 -0.025 0.41
H -3.6378 -2.8365 -1.1568 0.118 -0.108 0.086 0.49
H -3.6237 -2.5274 0.5932 0.120 -0.123 -0.052 0.50
H -2.8102 -0.3243 1.4601 -0.014 -0.049 0.146 0.43
H -2.4302 2.0162 0.9777 0.003 0.091 0.057 0.31
H -2.2084 5.0354 -0.9614 -0.087 -0.154 0.119 0.38
H -3.1234 4.0384 0.1883 0.090 -0.010 -0.071 0.42
H 0.2454 3.1492 -1.0961 0.001 -0.050 -0.098 0.38
H 2.2642 3.0590 0.3044 0.094 -0.045 -0.027 0.47
H 2.1835 3.8539 2.6438 0.086 -0.013 0.060 0.44
H 0.0745 4.7352 3.5655 0.003 0.032 0.093 0.40
H -1.9451 4.8219 2.1632 -0.112 0.028 0.066 0.41
H -3.3177 3.0675 -3.7315 0.063 -0.047 -0.032 0.27
H -1.5399 2.9488 -3.7738 -0.086 -0.046 -0.040 0.24
H -2.5071 2.3370 -5.1376 -0.002 0.030 0.084 0.33
H -2.9200 -1.1222 -2.7497 -0.027 -0.102 -0.145 0.50
H -1.6238 -2.7536 1.8491 -0.114 -0.026 -0.139 0.46
H -0.6814 -1.6677 0.7899 -0.209 -0.203 -0.002 0.32
H 0.7929 -3.2371 2.0061 -0.074 -0.026 0.067 0.49
H -0.0636 -4.6194 1.3245 0.021 -0.025 0.044 0.38